Below is a cluster of 2 separate species, C2H3ClS in total, with properties calculated with the ωB97M-V functional and the def2-TZVPD basis.

Computed properties:
* lowest unoccupied orbital energy (alpha / beta): -0.7 / -1.4 eV
* 2S+1: 3
* <S²>: 2.01
* orbital gap (alpha / beta): 7.947 / 8.933 eV

Atoms and positions in Å:
C  0.043  3.607  1.402
C  0.075  -0.244  -0.142
S  -1.491  4.030  1.679
Cl  1.398  3.801  2.340
H  -0.859  0.255  0.078
H  0.347  -1.317  0.165
H  0.813  0.238  -0.739

Population analysis type natural (NBO), resulting atomic charges in e: number 1, C, carries -0.26; number 2, C, carries -0.51; number 3, S, carries 0.15; number 4, Cl, carries 0.11; number 5, H, carries 0.17; number 6, H, carries 0.17; number 7, H, carries 0.16


Below is a structure of composition C2H3CoLiO, with properties calculated with the ωB97M-V functional and the def2-TZVPD basis.

Computed properties:
* lowest unoccupied orbital energy (alpha / beta): -11.2 / -13.0 eV
* 2S+1: 6
* <S²>: 8.77
* net charge: +2
* orbital gap (alpha / beta): 7.670 / 8.288 eV

Atoms and positions in Å:
O  1.247  0.527  0.083
C  1.350  0.489  -1.177
Li  0.239  0.749  1.305
Co  0.477  -1.370  -0.530
H  1.958  1.330  -1.587
C  -1.296  -0.589  0.517
H  -2.047  -1.401  0.555
H  -1.928  0.265  0.835

Population analysis type natural (NBO), resulting atomic charges in e: number 1, O, carries -0.63; number 2, C, carries 0.31; number 3, Li, carries 0.97; number 4, Co, carries 1.43; number 5, H, carries 0.29; number 6, C, carries -0.85; number 7, H, carries 0.24; number 8, H, carries 0.24


Below is a structure of composition C2H3CoO, with properties calculated with the ωB97M-V functional and the def2-TZVPD basis.

Computed properties:
* lowest unoccupied orbital energy (alpha / beta): -12.1 / -14.5 eV
* 2S+1: 5
* <S²>: 6.01
* net charge: +2
* orbital gap (alpha / beta): 9.372 / 7.451 eV

Atoms and positions in Å:
O  0.916  -1.155  0.264
C  -0.286  -0.940  0.152
C  -0.923  0.248  -0.115
H  -1.587  0.196  -0.985
H  -1.501  0.707  0.700
H  0.948  1.038  -0.178
Co  2.434  -0.093  0.162

Population analysis type natural (NBO), resulting atomic charges in e: number 1, O, carries -0.61; number 2, C, carries 0.85; number 3, C, carries -0.33; number 4, H, carries 0.34; number 5, H, carries 0.35; number 6, H, carries -0.22; number 7, Co, carries 1.61


Below is a structure of composition C2H3CsFO2, with properties calculated with the ωB97M-V functional and the def2-TZVPD basis.

Computed properties:
* lowest unoccupied orbital energy (alpha / beta): -4.1 / -4.1 eV
* net charge: +1
* orbital gap (alpha / beta): 8.062 / 8.064 eV

Atoms and positions in Å:
F  -0.009  -2.683  -0.248
H  -1.047  -2.435  -0.954
O  -1.051  -0.976  -1.193
C  -0.075  -0.760  -0.543
C  0.391  0.242  0.476
O  -0.147  1.429  0.241
H  1.502  0.156  0.400
H  0.130  -0.251  1.443
Cs  0.305  5.276  0.378

natural (NBO) atomic charge list, values in e, 8 entries: number 1, F, carries -0.55; number 2, H, carries 0.61; number 3, O, carries -0.49; number 4, C, carries 0.91; number 5, C, carries -0.17; number 6, O, carries -0.75; number 7, H, carries 0.19; number 8, H, carries 0.25


The E results, record by record, are as follows: -25475.648, -41976.149, -41769.035, -9472.481 eV.
The strongest force on any atom results, record by record, are as follows: 0.051, 0.117, 0.114, 0.111 Eh/bohr.